# C4H15N2O2

2 unconnected molecules or ions with the total composition C4H15N2O2 in a non-equilibrium geometry (the ωB97M-V functional and the def2-TZVPD basis, the Open Molecules 2025 dataset).

The geometry in ORCA input format:
```
! RIJCOSX wB97M-V def2-TZVPD def2/J DEFGRID3
* xyz 2 2
C 0.601 -0.254 1.667
O 0.685 0.907 2.481
C -0.225 -0.031 0.412
C -0.409 -1.380 -0.321
C -1.617 -1.518 -1.365
N -1.872 -0.384 -2.155
N 0.434 1.022 -0.455
H 1.636 -0.465 1.386
H 0.284 -1.086 2.299
H -0.168 1.321 2.653
H -1.209 0.332 0.712
H 0.484 -1.561 -0.913
H -0.531 -2.165 0.416
H -1.397 -2.358 -2.020
H -2.533 -1.746 -0.807
H -1.721 -0.452 -3.160
H -2.528 0.317 -1.813
H 0.564 0.679 -1.404
H 1.375 1.499 -0.097
H -0.204 1.781 -0.539
H 2.483 1.878 1.758
H 3.360 1.683 0.463
O 2.507 1.980 0.803
*
```

## Properties
Gap between HOMO and LUMO (spin up / spin down) = 11.0 / 5.7 eV
Energy above the lowest of the compared OMol25 structures with the same formula, charge and spin = 31.9 kcal/mol

---

# C11H36FeO21P2Pd2

A molecular structure, C11H36FeO21P2Pd2 in a non-equilibrium geometry (the ωB97M-V functional and the def2-TZVPD basis, the Open Molecules 2025 dataset).

The geometry in ORCA input format:
```
! RIJCOSX wB97M-V def2-TZVPD def2/J DEFGRID3
* xyz -2 9
Fe 4.455 -21.849 -0.201
Pd 7.164 -20.178 -1.366
Pd 5.854 -22.626 -3.123
O 5.082 -23.599 -1.169
H 5.282 -24.309 -0.529
O 7.731 -21.988 -2.307
H 8.669 -22.199 -2.484
P 5.995 -21.342 1.758
O 4.419 -21.763 1.759
O 6.355 -21.246 0.276
O 6.769 -22.388 2.555
O 6.360 -20.074 2.565
P 5.080 -19.918 -3.130
O 3.547 -19.404 -3.074
O 6.173 -18.956 -2.642
O 5.498 -20.986 -4.254
O 5.112 -20.994 -2.012
C 3.116 -17.600 -0.404
C 2.572 -18.895 0.263
O 3.462 -19.821 -0.300
O 2.457 -17.436 -1.658
H 4.200 -17.554 -0.504
H 2.746 -16.763 0.189
H 1.514 -18.997 0.021
H 2.707 -18.857 1.344
H 3.763 -19.511 -1.157
H 2.757 -18.143 -2.234
C 0.671 -21.028 -3.787
C 0.506 -19.514 -3.927
O 1.601 -18.821 -4.554
O 1.793 -21.275 -2.920
H 1.009 -21.473 -4.722
H -0.216 -21.563 -3.446
H 0.382 -19.131 -2.914
H -0.432 -19.219 -4.399
H 2.362 -19.023 -4.005
H 2.414 -20.575 -3.132
C 7.761 -23.284 -5.600
C 7.853 -24.054 -6.898
O 6.670 -24.765 -7.196
O 7.222 -23.982 -4.528
H 7.120 -22.449 -5.883
H 8.658 -22.773 -5.249
H 8.679 -24.762 -6.837
H 8.245 -23.340 -7.623
H 5.939 -24.146 -7.254
H 7.708 -24.802 -4.414
C 3.975 -19.691 -6.738
C 5.319 -19.632 -7.342
O 6.436 -19.759 -6.425
O 3.594 -20.881 -6.016
H 3.290 -19.562 -7.576
H 3.893 -18.883 -6.010
H 5.299 -18.619 -7.744
H 5.483 -20.417 -8.080
H 6.113 -20.160 -5.615
H 4.182 -20.874 -5.257
C 6.385 -16.623 -4.675
C 7.222 -15.917 -3.666
O 7.281 -16.623 -2.505
O 5.109 -16.862 -4.189
H 6.703 -17.619 -4.986
H 6.382 -16.053 -5.604
H 6.852 -14.894 -3.597
H 8.196 -15.846 -4.150
H 6.811 -17.457 -2.575
H 5.099 -17.682 -3.690
C 8.957 -19.340 -3.881
O 8.942 -19.223 -2.479
H 8.698 -18.331 -4.200
H 9.939 -19.698 -4.189
H 8.115 -19.905 -4.282
H 9.496 -18.463 -2.285
*
```

## Properties
Gap between HOMO and LUMO (spin up / spin down) = 5.3 / 5.1 eV

---

# C26H18BrF4N2PSTeY

A molecular structure, C26H18BrF4N2PSTeY in a non-equilibrium geometry (the ωB97M-V functional and the def2-TZVPD basis, the Open Molecules 2025 dataset).

The geometry in ORCA input format:
```
! RIJCOSX wB97M-V def2-TZVPD def2/J DEFGRID3
* xyz -1 1
Y 1.888 -1.622 0.127
F -3.980 -0.416 4.496
C -2.916 -0.095 3.704
C -2.887 1.142 3.106
F -3.856 2.006 3.349
C -1.920 1.376 2.136
F -1.909 2.562 1.399
C -0.955 0.441 1.797
P 0.377 0.758 0.581
C 1.236 2.164 1.268
C 0.797 3.441 1.012
C 1.575 4.532 1.473
C 2.668 4.343 2.300
C 3.145 3.032 2.534
C 2.414 1.952 2.026
C -0.365 1.379 -0.915
C -1.636 1.003 -1.195
C -2.285 1.558 -2.264
C -1.638 2.424 -3.134
C -0.285 2.639 -2.906
C 0.425 2.071 -1.870
C -0.889 -0.768 2.517
Br 0.716 -1.899 2.720
C -1.918 -1.035 3.380
F -2.078 -2.288 3.877
H -0.076 3.720 0.371
H 1.228 5.553 1.286
H 3.308 5.180 2.685
H 4.023 2.812 3.127
H 2.735 0.923 2.174
H -2.089 0.337 -0.481
H -3.314 1.353 -2.500
H -2.067 2.939 -4.006
H 0.220 3.174 -3.699
H 1.481 2.360 -1.861
C 3.913 -2.131 0.794
H 4.694 -2.903 0.805
H 3.715 -1.699 1.804
N 2.897 -3.061 -2.941
C 1.581 -2.917 -2.603
N 1.168 -3.350 -1.416
C -0.267 -3.297 -1.406
C -1.128 -4.039 -0.578
C -2.496 -3.994 -0.746
C -3.074 -3.183 -1.775
C -2.277 -2.417 -2.631
C -0.886 -2.532 -2.473
S 0.468 -1.937 -3.505
H 3.448 -3.731 -2.415
H 3.290 -2.908 -3.907
H -0.698 -4.761 0.061
H -3.169 -4.608 -0.055
H -4.159 -3.303 -1.954
H -2.745 -1.780 -3.338
Te 4.551 -0.498 -0.336
*
```

## Properties
Gap between HOMO and LUMO (spin up / spin down) = 3.1 / 4.1 eV

---

# C4H9NO2

A single C4H9NO2 molecule (the ωB97M-V functional and the def2-TZVPD basis, the Open Molecules 2025 dataset).

The geometry in ORCA input format:
```
! RIJCOSX wB97M-V def2-TZVPD def2/J DEFGRID3
* xyz 0 1
C 0.688 -2.041 0.311
C 0.517 -0.600 -0.147
O -0.052 -0.563 -1.483
C -0.375 0.186 0.772
C -0.647 1.560 0.409
N -0.614 2.108 -0.798
O -0.861 2.237 1.488
H -0.287 -2.543 0.329
H 1.117 -2.069 1.317
H 1.350 -2.599 -0.364
H 1.508 -0.116 -0.194
H 0.568 -1.011 -2.074
H -1.319 -0.328 0.990
H -0.648 3.109 -0.918
H -0.496 1.474 -1.581
H -0.450 1.195 1.944
*
```

## Properties
SMILES string = C[C@@H](O)/C=C(\N)O
Gap between HOMO and LUMO = 8.9 eV
Energy above the lowest of the compared OMol25 structures with the same formula, charge and spin = 70.3 kcal/mol

---

# C5H6O

A single C5H6O molecule (the ωB97M-V functional and the def2-TZVPD basis, the Open Molecules 2025 dataset).

The geometry in ORCA input format:
```
! RIJCOSX wB97M-V def2-TZVPD def2/J DEFGRID3
* xyz 0 1
C 2.871 -0.066 0.174
C 1.708 -0.352 0.064
C 0.308 -0.765 0.016
C -0.703 0.306 0.373
C -1.787 0.709 -0.524
O -2.015 -0.205 0.537
H 3.905 0.161 0.300
H 0.213 -1.541 0.784
H 0.054 -1.225 -0.947
H -0.391 0.997 1.157
H -1.845 0.277 -1.523
H -2.257 1.685 -0.402
*
```

## Properties
SMILES string = C#CC[C@H]1CO1
Gap between HOMO and LUMO = 11.2 eV
Energy above the lowest of the compared OMol25 structures with the same formula, charge and spin = 64.5 kcal/mol

---

# C4H8N2O4

2 unconnected molecules or ions with the total composition C4H8N2O4 in a non-equilibrium geometry (the ωB97M-V functional and the def2-TZVPD basis, the Open Molecules 2025 dataset).

The geometry in ORCA input format:
```
! RIJCOSX wB97M-V def2-TZVPD def2/J DEFGRID3
* xyz 0 1
N 0.620 0.533 -2.042
C 0.417 1.275 -1.177
C 0.079 2.299 -0.143
O -0.768 1.751 0.814
C -0.622 3.531 -0.805
O -1.972 3.255 -1.008
C 1.387 2.816 0.495
N 1.296 3.064 1.803
O 2.364 3.034 -0.207
H -1.676 1.963 0.540
H -0.551 4.363 -0.091
H -0.092 3.810 -1.727
H -2.086 2.732 -1.830
H 2.073 3.485 2.292
H 0.449 2.845 2.311
O 0.083 -2.399 -0.928
H 0.204 -1.895 -1.750
H -0.484 -1.854 -0.369
*
```

## Properties
SMILES string = N#C[C@](O)(CO)C(N)=O.O
Gap between HOMO and LUMO = 10.8 eV
Energy above the lowest of the compared OMol25 structures with the same formula, charge and spin = 26.1 kcal/mol

---

# C33H35NO4P2PdS

A molecular structure, C33H35NO4P2PdS (the ωB97M-V functional and the def2-TZVPD basis, the Open Molecules 2025 dataset).

The geometry in ORCA input format:
```
! RIJCOSX wB97M-V def2-TZVPD def2/J DEFGRID3
* xyz 0 1
Pd -0.278 1.077 -0.651
N -1.393 -1.726 -2.151
C -2.688 -1.687 -1.648
C -3.720 -2.312 -2.354
C -5.005 -2.361 -1.848
C -5.297 -1.785 -0.618
C -4.282 -1.163 0.089
C -2.977 -1.102 -0.401
P -1.633 -0.297 0.537
C -0.912 -1.689 1.482
C -1.535 -2.925 1.633
C -0.950 -3.912 2.417
C 0.253 -3.672 3.065
C 0.884 -2.444 2.916
C 0.308 -1.466 2.121
C -2.544 0.607 1.841
C -2.660 0.173 3.154
C -3.356 0.936 4.088
C -3.949 2.128 3.710
C -3.839 2.568 2.395
C -3.130 1.820 1.472
H -1.348 -1.918 -3.141
H -0.795 -0.933 -1.924
H -3.497 -2.763 -3.314
H -5.784 -2.849 -2.419
H -6.300 -1.819 -0.216
H -4.503 -0.712 1.048
H -2.478 -3.115 1.136
H -1.441 -4.871 2.526
H 0.703 -4.443 3.677
H 1.830 -2.254 3.407
H 0.804 -0.509 1.994
H -2.211 -0.764 3.459
H -3.434 0.590 5.110
H -4.493 2.719 4.436
H -4.296 3.503 2.094
H -3.010 2.174 0.454
C 0.404 4.256 0.715
O 0.310 4.366 -0.704
P 0.394 3.006 -1.604
O 1.886 3.052 -2.196
C 2.390 4.211 -2.866
O -0.399 3.564 -2.902
C -1.820 3.631 -2.815
H -0.265 4.997 1.149
H 1.427 4.456 1.038
H 0.101 3.257 1.046
H 3.468 4.082 -2.944
H 2.169 5.113 -2.296
H 1.953 4.293 -3.859
H -2.197 3.758 -3.827
H -2.123 4.480 -2.199
H -2.223 2.709 -2.387
O 1.296 -0.448 -2.398
S 2.735 -0.838 -2.388
C 2.858 -2.288 -1.330
C 4.104 -2.810 -1.003
C 4.169 -3.942 -0.209
C 2.998 -4.545 0.242
C 1.764 -4.020 -0.104
C 1.687 -2.883 -0.900
C 3.567 0.300 -1.279
C 2.930 0.689 -0.112
C 3.556 1.594 0.726
C 4.811 2.096 0.396
C 5.437 1.701 -0.776
C 4.808 0.800 -1.628
H 5.010 -2.332 -1.356
H 5.132 -4.357 0.060
H 3.054 -5.429 0.865
H 0.852 -4.482 0.251
H 0.729 -2.467 -1.186
H 1.940 0.301 0.116
H 3.064 1.913 1.637
H 5.299 2.804 1.054
H 6.408 2.101 -1.037
H 5.273 0.504 -2.562
*
```

## Properties
Gap between HOMO and LUMO = 7.7 eV

---

# H3N3O2

A single H3N3O2 molecule in a non-equilibrium geometry (the ωB97M-V functional and the def2-TZVPD basis, the Open Molecules 2025 dataset).

The geometry in ORCA input format:
```
! RIJCOSX wB97M-V def2-TZVPD def2/J DEFGRID3
* xyz 0 1
N -1.258 0.341 0.004
N 0.103 0.626 0.222
N 1.015 -0.332 -0.070
O 0.384 -1.462 -0.613
O 2.204 -0.237 0.126
H -1.332 0.272 -1.033
H -1.624 -0.416 0.432
H 0.508 1.208 0.933
*
```

## Properties
SMILES string = NN[N+](=O)[O-]
Gap between HOMO and LUMO = 10.4 eV
Energy above the lowest of the compared OMol25 structures with the same formula, charge and spin = 25.6 kcal/mol

---

# C5H10ClNO4S

2 unconnected molecules or ions with the total composition C5H10ClNO4S in a non-equilibrium geometry (the ωB97M-V functional and the def2-TZVPD basis, the Open Molecules 2025 dataset).

The geometry in ORCA input format:
```
! RIJCOSX wB97M-V def2-TZVPD def2/J DEFGRID3
* xyz 0 1
C -0.345 -2.138 -2.057
C -1.504 -1.227 -1.619
C -1.340 -0.784 -0.152
C -0.113 0.268 -0.070
C 0.285 0.246 1.324
N 1.507 -0.210 1.807
O 1.639 -0.012 2.998
O 2.339 -0.618 1.036
O 2.683 3.410 1.048
O 0.415 3.591 0.129
S 1.307 3.054 1.180
Cl 0.669 3.744 3.182
H 0.505 -2.023 -1.355
H -0.697 -3.130 -2.055
H 0.061 -1.889 -3.033
H -1.485 -0.418 -2.425
H -2.478 -1.699 -1.558
H -2.234 -0.231 -0.024
H -1.015 -1.510 0.581
H 0.739 -0.038 -0.674
H -0.420 1.408 -0.288
H -0.520 0.205 2.025
*
```

## Properties
Gap between HOMO and LUMO (spin up / spin down) = 8.5 / 5.9 eV
Energy above the lowest of the compared OMol25 structures with the same formula, charge and spin = 61.3 kcal/mol

---

# C12H12

A molecular structure, C12H12 in a non-equilibrium geometry (the ωB97M-V functional and the def2-TZVPD basis, the Open Molecules 2025 dataset).

The geometry in ORCA input format:
```
! RIJCOSX wB97M-V def2-TZVPD def2/J DEFGRID3
* xyz 0 1
C 3.081 0.304 0.012
C 2.690 -1.011 -0.159
C 2.136 1.311 0.142
C 1.341 -1.355 -0.124
C 0.788 0.984 0.137
C 0.403 -0.370 0.080
C -1.569 0.210 -1.186
C -0.320 1.905 0.217
C -1.656 1.502 -0.382
C -1.686 0.696 0.876
C -1.102 -0.496 0.124
C -1.666 -1.859 0.463
H 4.134 0.551 0.047
H 3.434 -1.780 -0.314
H 2.442 2.343 0.242
H 1.041 -2.388 -0.233
H -2.554 -0.129 -1.498
H -0.878 0.179 -2.030
H -0.246 2.853 0.720
H -2.330 2.304 -0.661
H -2.052 0.843 1.868
H -2.749 -1.804 0.563
H -1.248 -2.207 1.407
H -1.433 -2.586 -0.310
*
```

## Properties
Gap between HOMO and LUMO = 8.5 eV
Energy above the lowest of the compared OMol25 structures with the same formula, charge and spin = 62.9 kcal/mol

---

# C4H4N2O

A single C4H4N2O molecule in a non-equilibrium geometry (the ωB97M-V functional and the def2-TZVPD basis, the Open Molecules 2025 dataset).

The geometry in ORCA input format:
```
! RIJCOSX wB97M-V def2-TZVPD def2/J DEFGRID3
* xyz 0 1
H -2.702 0.500 1.610
N -2.031 0.065 1.004
C -0.965 0.555 0.552
C 0.075 -0.174 -0.087
C 1.207 0.145 -0.726
O 1.913 -0.927 -1.173
C 1.117 -2.044 -0.917
N 0.011 -1.937 -0.305
H -0.724 1.578 0.357
H 1.666 1.119 -0.526
H 1.359 -2.888 -1.457
*
```

## Properties
SMILES string = [H]/N=C/c1cocn1
Gap between HOMO and LUMO = 9.9 eV
Energy above the lowest of the compared OMol25 structures with the same formula, charge and spin = 72.4 kcal/mol

---

# C15H33Br2CaN7O2P

A molecular structure, C15H33Br2CaN7O2P (the ωB97M-V functional and the def2-TZVPD basis, the Open Molecules 2025 dataset).

The geometry in ORCA input format:
```
! RIJCOSX wB97M-V def2-TZVPD def2/J DEFGRID3
* xyz 1 1
Ca -0.234 0.382 -0.772
C -1.527 3.476 -0.956
C -0.203 3.528 -0.195
N 0.833 2.654 -0.776
C 1.254 3.013 -2.149
C 1.229 1.836 -3.123
N -0.051 1.112 -3.123
C -1.209 1.891 -3.587
C -2.398 1.858 -2.626
N -2.022 2.114 -1.221
H -1.422 4.003 -1.905
H -2.259 4.051 -0.383
H -0.348 3.220 0.844
H 0.107 4.580 -0.183
H 1.641 2.667 -0.165
H 2.264 3.428 -2.143
H 0.611 3.814 -2.513
H 2.004 1.113 -2.857
H 1.478 2.234 -4.115
H 0.054 0.249 -3.656
H -1.557 1.528 -4.557
H -0.899 2.924 -3.758
H -2.878 0.878 -2.655
H -3.126 2.594 -2.990
H -2.837 1.927 -0.650
N 0.229 -2.094 -4.021
C 0.722 -2.853 -2.851
C 0.509 -1.940 -1.663
O 1.434 -1.166 -1.294
O -0.662 -1.859 -1.178
H -0.729 -2.356 -4.220
H 0.773 -2.330 -4.842
H 1.781 -3.066 -2.967
H 0.179 -3.788 -2.702
Br -3.242 -0.697 0.644
C -3.477 -2.248 -0.498
Br -3.997 -1.773 -2.280
H -4.266 -2.842 -0.057
H -2.518 -2.744 -0.548
C 2.137 -2.653 3.523
N 0.681 -2.756 3.437
C 0.097 -2.123 4.618
N 0.516 -0.735 4.810
C 1.978 -0.692 4.852
N 2.619 -1.282 3.679
C 2.378 -0.490 2.479
P 0.570 -0.349 2.071
C 0.175 -2.161 2.206
C -0.016 0.134 3.766
H 2.581 -3.091 2.628
H 2.466 -3.228 4.390
H 0.408 -2.693 5.496
H -0.991 -2.163 4.547
H 2.306 -1.248 5.732
H 2.304 0.344 4.958
H 2.890 -0.945 1.627
H 2.799 0.509 2.615
H 0.602 -2.676 1.342
H -0.909 -2.290 2.154
H -1.109 0.100 3.790
H 0.277 1.167 3.972
*
```

## Properties
Gap between HOMO and LUMO = 8.4 eV
Energy above the lowest of the compared OMol25 structures with the same formula, charge and spin = 17.5 kcal/mol